A molecular structure, C4H10O. Source: the Open Molecules 2025 dataset; level of theory: ωB97M-V/def2-TZVPD.

Calculated values
HOMO energy   -7.54 eV
LUMO level   1.151 eV
Total charge   0
ΔE to the lowest compared entry with this formula, charge and spin   410.0 kJ/mol

Each line ends with the Mulliken charge.
Positions of all 15 atoms, in Å:
C -1.897 -0.593 -0.756  -0.6357
O -0.785 0.279 -0.868  -0.2270
C 0.387 -0.287 -0.515  0.0106
C 1.523 0.644 -0.821  -1.1139
C 0.382 0.040 1.623  -1.2720
H -2.740 -0.102 -1.246  0.2374
H -2.144 -0.759 0.303  0.2644
H -1.682 -1.555 -1.231  0.3032
H 0.404 -0.848 0.551  0.3819
H 1.318 1.685 -0.531  0.3224
H 1.673 0.626 -1.907  0.3407
H 2.449 0.309 -0.346  0.3368
H 1.415 0.147 1.957  0.3375
H -0.197 -0.593 2.304  0.3815
H -0.105 1.006 1.484  0.3322

=====

A molecular structure, C4H5O6Rb. Source: the Open Molecules 2025 dataset; level of theory: ωB97M-V/def2-TZVPD.

Calculated values
HOMO energy   -6.43 eV
LUMO level   -1.109 eV
Total charge   0
ΔE to the lowest compared entry with this formula, charge and spin   423.2 kJ/mol

Each line ends with the Mulliken charge.
Positions of all 16 atoms, in Å:
O -1.544 0.031 0.087  -0.7236
C -1.468 0.861 1.018  0.7058
O -1.307 0.595 2.230  -0.7388
O -1.471 2.201 0.736  -0.4325
Rb -0.954 -2.705 2.241  0.9345
C -0.897 2.564 -1.055  -0.5179
C -2.226 2.985 -0.524  -0.1537
H -0.095 3.254 -0.768  0.2810
H -0.899 1.593 -1.559  0.3357
H -2.421 3.959 -0.072  0.4412
O -3.311 2.180 -0.970  -0.2216
C -4.529 2.560 -0.618  0.6794
O -4.813 3.508 0.074  -0.5525
O -5.400 1.676 -1.091  -0.4311
H -6.295 1.975 -0.879  0.3695
H -1.577 3.415 -1.837  0.0246

=====

A molecular structure, C27H55AlBr2F6MgN2O8PS2. Source: the Open Molecules 2025 dataset; level of theory: ωB97M-V/def2-TZVPD.

Calculated values
HOMO energy   -10.33 eV
LUMO level   -6.870 eV
Total charge   +1

Each line ends with the Mulliken charge.
Positions of all 105 atoms, in Å:
C -0.636 3.508 -3.760  -0.8410
C -0.355 2.206 -3.460  1.0946
C -0.058 1.729 -2.073  0.3960
Br 0.090 3.336 -1.010  0.1492
C -1.219 0.775 -1.597  0.1176
C -2.336 1.522 -0.862  -2.2734
C -3.119 2.558 -1.667  0.1821
C -4.536 2.691 -1.091  -0.7182
C -5.097 4.104 -1.249  -1.2034
C -5.179 4.577 -2.719  -0.4610
C -5.555 3.495 -3.742  -0.8057
O -1.765 0.239 -2.771  0.3162
C -2.714 -0.828 -2.652  -1.0080
C -4.021 -0.469 -3.348  0.7986
C -5.092 -1.560 -3.096  -0.6410
C -6.312 -0.950 -2.395  -1.1647
O -0.796 -0.207 -0.637  0.1874
C 0.304 -1.002 -0.857  0.0219
S -0.311 -2.719 -1.309  0.0955
S 1.044 -1.209 0.809  0.0289
C 1.315 -0.493 -1.945  -0.6117
N 0.799 -1.085 -3.198  -0.1495
P 3.040 -1.256 -1.681  0.9613
O 3.835 -0.543 -0.706  -0.6570
O 3.758 -1.278 -3.100  -0.5452
O 2.867 -2.798 -1.295  -0.5126
N 1.364 0.999 -1.954  0.7772
F 1.764 1.249 -0.631  -0.1819
C 2.468 1.674 -2.734  -1.3074
C 2.761 1.374 -4.213  0.9358
C 2.386 2.481 -5.191  -1.3658
F 4.146 1.300 -4.268  -0.3797
H -1.589 3.693 -4.254  0.1249
H 0.041 4.342 -3.602  0.3349
H -0.312 1.500 -4.320  -1.5012
H -3.058 0.760 -0.556  0.6791
H -1.971 1.918 0.081  0.6465
H -2.671 3.540 -1.522  0.9509
H -3.137 2.349 -2.731  -0.0039
H -5.230 1.986 -1.551  0.0114
H -4.501 2.443 -0.029  0.6383
H -4.408 4.770 -0.733  0.3898
H -6.080 4.156 -0.789  0.4535
H -4.230 5.043 -2.978  0.2512
H -5.948 5.344 -2.761  0.4395
H -6.156 2.693 -3.320  0.1286
H -6.158 3.952 -4.523  0.4253
H -4.677 3.077 -4.234  0.1544
H -2.947 -1.106 -1.625  0.5410
H -2.314 -1.670 -3.221  0.0880
H -3.803 -0.466 -4.414  0.2580
H -4.405 0.490 -3.016  -0.6507
H -4.697 -2.403 -2.529  0.3135
H -5.450 -1.890 -4.067  0.3945
H -6.078 -0.689 -1.364  0.2764
H -6.553 -0.013 -2.897  0.2237
H -7.188 -1.585 -2.472  0.4440
H -0.875 -2.656 -2.545  0.3312
H 1.310 -2.515 0.901  0.2543
H 0.442 -0.416 -3.878  -0.2055
H 1.481 -1.693 -3.629  0.3641
H 3.884 -2.166 -3.459  0.3744
H 2.597 -3.369 -2.028  0.4286
H 3.373 1.452 -2.172  0.7993
H 2.347 2.749 -2.620  0.8496
H 2.402 0.429 -4.618  0.1222
H 1.383 2.366 -5.585  0.1630
H 3.136 2.534 -5.970  0.4491
H 2.418 3.441 -4.676  0.3754
O 5.510 -2.250 6.450  -0.5464
C 5.164 -2.307 5.308  0.5908
O 6.089 -2.177 4.332  -0.3592
C 5.795 -2.399 2.954  -0.6178
C 5.191 -1.177 2.293  -0.4135
C 3.703 -2.442 4.931  -0.2687
H 5.170 -3.286 2.835  0.3650
H 6.753 -2.631 2.491  0.3690
H 4.237 -0.903 2.747  0.1504
H 5.026 -1.355 1.231  0.1143
H 5.856 -0.321 2.404  0.3175
H 3.234 -1.460 4.984  0.1938
H 3.226 -3.101 5.652  -0.0916
H 3.537 -2.870 3.945  0.2042
C 2.066 -2.912 8.619  -0.8743
C 0.929 -3.720 9.219  -0.3839
O 0.453 -4.755 8.374  -0.4442
C 1.398 -5.743 8.009  0.0030
C 1.999 -6.495 9.183  -1.0966
H 1.757 -2.476 7.667  0.1845
H 2.361 -2.109 9.294  0.4459
H 2.948 -3.526 8.430  0.2380
H 0.074 -3.068 9.395  0.3391
H 1.216 -4.125 10.195  0.2985
H 2.191 -5.304 7.390  -0.0278
H 0.857 -6.443 7.371  0.3763
H 2.559 -5.837 9.848  0.2633
H 2.682 -7.266 8.826  0.4139
H 1.213 -6.970 9.772  0.2883
Br -1.398 -2.935 0.593  0.0877
Mg -1.230 0.907 -5.884  0.3089
F 0.277 8.529 -0.938  -0.3447
Al 1.256 7.176 -0.937  0.4623
F 1.206 6.412 -2.470  -0.3671
F 0.636 5.986 0.136  -0.3785
F 2.837 7.541 -0.538  -0.3531

=====

A gas-phase ion, C6H9ClN3O2 (charge +1). Source: the Open Molecules 2025 dataset; level of theory: ωB97M-V/def2-TZVPD.

Calculated values
HOMO energy   -14.15 eV
LUMO level   -4.462 eV
Total charge   +1
ΔE to the lowest compared entry with this formula, charge and spin   107.8 kJ/mol

Each line ends with the Mulliken charge.
Positions of all 21 atoms, in Å:
C -2.484 -0.013 -1.996  -0.5809
O -1.176 0.154 -1.825  -0.4980
C -0.659 0.283 -0.522  0.5540
C -0.035 1.588 -0.094  -0.4282
N 0.832 1.567 0.845  -0.4377
C 1.165 0.469 1.664  0.4615
Cl 0.225 0.476 3.266  -0.1270
C 2.585 0.611 2.190  -0.0045
O 3.237 -0.355 2.234  -0.4266
N 1.004 -0.841 1.021  -0.2609
C 0.171 -0.859 -0.098  0.1787
N 0.227 -1.849 -1.009  -0.2284
H -2.634 0.283 -3.034  0.2840
H -3.171 0.627 -1.347  0.3124
H -2.709 -1.055 -1.848  0.3303
H -1.548 0.294 0.119  0.2771
H -0.297 2.525 -0.515  0.4955
H 2.685 1.655 2.756  0.3089
H 1.919 -1.380 1.024  0.3589
H -0.282 -1.631 -1.791  0.1766
H 0.944 -2.551 -1.040  0.2545

=====

C2H6N2S in the gas phase. Source: the Open Molecules 2025 dataset; level of theory: ωB97M-V/def2-TZVPD.

Calculated values
HOMO energy   -8.88 eV
LUMO level   0.942 eV
Total charge   0
ΔE to the lowest compared entry with this formula, charge and spin   142.9 kJ/mol

Each line ends with the Mulliken charge.
Positions of all 11 atoms, in Å:
N -1.767 -0.687 0.034  -0.6200
C -0.930 0.479 -0.227  -0.3836
C 0.455 -0.107 -0.357  -0.0368
N 1.435 0.507 0.171  -0.3708
S 2.929 -0.299 -0.143  -0.1511
H -1.439 -1.019 0.982  0.2715
H -2.659 -0.260 0.254  0.2442
H -0.818 1.395 0.424  0.2366
H -1.226 0.879 -1.244  0.2752
H 0.461 -1.149 -0.803  0.3854
H 3.559 0.260 0.910  0.1492

=====

Maximum force readings, ordered: 0.289; 9.038; 2.886; 5.787; 2.651 eV/Å
Gap between HOMO and LUMO readings, ordered: 0.31953; 0.19571; 0.12722; 0.35601; 0.36081 hartree
Energy readings, ordered: -6353.553; -17165.103; -247633.169; -27446.788; -15985.318 eV